[1]
Below is one molecule with the formula C4H6N2OS in a non-equilibrium geometry, with properties calculated with wB97M-V/def2-TZVPD.

Geometry as ORCA input:
```
! RIJCOSX wB97M-V def2-TZVPD def2/J DEFGRID3
* xyz 0 1
C -0.281 -0.486 0.005
H -1.596 -2.004 0.573
H 1.150 2.291 -0.990
H 1.337 -1.389 -1.743
H -0.503 2.014 3.069
O 1.249 -0.232 -1.931
H -1.052 -2.276 -1.285
H 0.137 -2.569 0.084
C 0.620 0.158 -0.829
N 0.756 1.467 -0.387
N -0.689 0.481 1.005
S -0.221 2.818 1.857
C -0.112 1.631 0.704
C -0.796 -1.903 -0.132
*
```

Computed properties:
HOMO-LUMO gap in eV: 7.8
Strongest force on any atom in Eh/bohr: 0.1152
SMILES: Cc1nc(S)[nH]c1O
HOMO in Ha: -0.2767
Calculated total energy in eV: -20105.810
E_LUMO in eV: 0.243
Energy relative to the best compared isomer or geometry (same formula, charge and spin) in eV: 3.532

Atomic partial charges in e from the natural (NBO) method, atoms 1 to 5:
1. C -0.016
2. H 0.249
3. H 0.432
4. H 0.499
5. H 0.191



[2]
Below is C26H16BaBrCl5N3O3 as an isolated structure in a non-equilibrium geometry, with properties calculated with wB97M-V/def2-TZVPD.

Geometry as ORCA input:
```
! RIJCOSX wB97M-V def2-TZVPD def2/J DEFGRID3
* xyz -1 1
H -3.798 -2.117 0.232
Br 6.501 -0.759 -0.087
C -0.271 -6.558 -1.581
C -0.858 6.159 -0.932
C 2.411 -1.451 -0.250
C 4.107 0.710 0.306
H 2.251 3.990 1.129
H -0.347 -7.626 -1.744
C 2.735 0.868 0.362
C -1.421 -5.762 -1.726
C -1.019 7.505 -1.219
C -2.139 -1.039 1.106
C 4.615 -0.546 -0.012
C -0.155 -3.852 -1.176
H -2.360 -6.233 -1.987
O 0.556 0.059 0.100
H -0.022 -2.587 3.396
C 2.923 3.169 0.897
H -3.330 -4.280 1.270
C -3.184 5.983 -0.403
C 1.575 -2.619 -0.590
C -3.348 7.329 -0.684
C -2.268 8.109 -1.099
Cl -4.905 8.058 -0.513
H 4.781 1.530 0.498
H 4.199 -2.589 -0.536
Cl -4.509 5.011 0.130
C -1.596 -3.618 2.372
H -0.521 -0.418 2.497
O 2.101 2.041 0.649
H 0.062 -0.631 0.612
N 2.065 -3.830 -0.658
C -2.687 -3.433 1.497
C -1.929 5.329 -0.514
Ba -1.232 2.020 0.885
C 1.000 -4.629 -1.026
H -0.361 -1.753 -0.877
C -2.959 -2.224 0.912
H 3.592 2.989 1.742
C 3.802 -1.617 -0.285
Cl 0.696 5.402 -1.058
N 0.240 -2.565 -0.896
O -1.765 4.093 -0.242
H -2.274 -3.785 -1.598
C -0.833 -2.505 2.678
H 3.512 3.428 0.014
C 0.944 -6.009 -1.230
Cl -2.473 9.789 -1.448
N -2.311 0.092 0.453
C -1.386 -4.398 -1.524
C -1.086 -1.264 2.096
C 1.887 -0.212 0.082
Cl 0.340 8.448 -1.720
H 1.831 -6.617 -1.105
H -1.382 -4.587 2.805
*
```

Computed properties:
HOMO-LUMO gap in eV: 4.8
Strongest force on any atom in Eh/bohr: 0.0198
HOMO in Ha: -0.1161
Calculated total energy in eV: -171185.460
E_LUMO in eV: 1.677
Energy relative to the best compared isomer or geometry (same formula, charge and spin) in eV: 0.446

Atomic partial charges in e from the Mulliken method, atoms 1 to 5:
1. H 0.471
2. Br -0.239
3. C -0.446
4. C 0.659
5. C 0.585